This record from OMol25 describes an isolated ion of composition C3H4N3S and charge +1 in a non-equilibrium geometry. The level of theory is ωB97M-V with the def2-TZVPD basis set.

Atoms and positions in Å:
C: -0.931 1.575 -0.742
C: -0.819 1.265 0.791
C: 1.021 -1.741 -0.196
N: -0.618 0.724 -1.566
N: -0.033 0.148 0.954
N: 0.234 -0.655 0.129
S: -1.250 2.157 2.091
H: -1.279 2.629 -0.753
H: 1.877 -1.480 -0.918
H: 0.291 -2.517 -0.447
H: 1.508 -2.105 0.658

Computed properties:
Energy above the lowest of the compared OMol25 structures with the same formula, charge and spin in kcal per mole: 90.78
Charge: +1